[1]
C20H24N2O7S | ωB97M-V/def2-TZVPD

Each line ends with the Löwdin charge.
Element x y z (Å)
C: 1.284 -4.110 -0.036  -0.070
O: 1.173 -2.765 0.368  -0.079
C: 0.129 -2.024 -0.103  -0.192
C: -0.884 -2.501 -0.922  0.003
C: -1.891 -1.649 -1.357  -0.060
C: -1.869 -0.325 -0.979  -0.270
S: -3.143 0.804 -1.544  0.669
O: -3.828 0.179 -2.639  -0.284
O: -2.539 2.088 -1.739  -0.279
N: -4.254 0.970 -0.326  -0.234
C: -3.926 1.772 0.831  -0.151
C: -3.464 0.904 2.006  -0.172
O: -4.391 -0.130 2.275  -0.125
C: -4.578 -0.960 1.150  -0.183
C: -5.113 -0.154 -0.038  -0.158
C: -0.869 0.176 -0.168  -0.006
C: 0.129 -0.667 0.291  -0.119
N: 1.171 -0.228 1.098  0.170
C: 1.272 0.965 1.746  -0.449
O: 0.366 1.749 1.905  0.084
C: 2.669 1.199 2.322  -0.080
O: 3.676 0.387 1.766  -0.038
C: 4.030 0.485 0.439  -0.192
C: 5.084 -0.347 0.077  -0.007
C: 5.546 -0.400 -1.224  -0.093
C: 4.947 0.387 -2.189  -0.090
C: 3.897 1.221 -1.846  -0.015
C: 3.425 1.292 -0.541  -0.190
O: 2.398 2.111 -0.156  -0.120
C: 1.639 2.780 -1.137  -0.055
H: 0.434 -4.704 0.312  0.099
H: 2.197 -4.479 0.429  0.097
H: 1.371 -4.194 -1.123  0.100
H: -0.899 -3.534 -1.232  0.109
H: -2.679 -2.000 -2.002  0.116
H: -4.826 2.326 1.120  0.134
H: -3.151 2.476 0.531  0.117
H: -2.476 0.470 1.795  0.110
H: -3.404 1.499 2.918  0.132
H: -3.626 -1.442 0.878  0.118
H: -5.297 -1.723 1.455  0.129
H: -6.110 0.230 0.205  0.134
H: -5.170 -0.759 -0.942  0.116
H: -0.861 1.221 0.090  0.106
H: 1.952 -0.870 1.172  0.148
H: 2.900 2.265 2.229  0.143
H: 2.656 0.940 3.387  0.145
H: 5.526 -0.952 0.852  0.120
H: 6.366 -1.052 -1.477  0.102
H: 5.290 0.359 -3.211  0.103
H: 3.440 1.830 -2.609  0.106
H: 2.232 3.544 -1.648  0.099
H: 0.827 3.257 -0.592  0.100
H: 1.219 2.083 -1.868  0.104

Cartesian forces, eV/Å:
0.0632 -0.2839 -0.0628
-0.2319 0.5440 0.0261
-0.0446 0.1239 0.0329
0.1484 -0.0585 0.1155
-0.1157 0.0644 -0.0868
-0.4289 0.2797 -0.3748
-0.2468 -0.0256 -0.0148
0.0472 -0.2816 0.1870
0.1783 0.0174 0.3308
0.6194 0.0247 -0.8611
0.2951 0.1604 0.5485
0.0743 0.2135 -0.1018
-0.1705 0.0680 0.1412
-0.1106 -0.0576 -0.2474
-0.1584 -0.6164 0.2277
0.2325 0.0273 0.0371
-0.3016 -0.0589 -0.0925
0.2975 -0.5055 0.0285
0.3553 -0.2584 0.2346
-0.1458 0.2457 0.0776
-0.2816 0.4483 0.3168
0.0777 -0.1604 -0.1784
0.1583 -0.0311 -0.1359
-0.1946 0.1606 0.0769
0.0076 -0.0019 -0.0415
0.0404 -0.0318 -0.0348
-0.1021 0.0868 0.0420
-0.0923 0.0900 0.1008
0.5524 -0.2922 0.0720
-0.1917 0.1670 -0.1781
0.0197 0.0422 -0.0183
-0.0802 -0.0257 -0.0597
-0.0169 0.0197 0.0392
0.0396 -0.0976 -0.0149
-0.0628 -0.1113 -0.0974
0.0915 -0.0061 -0.0443
-0.0506 0.1349 0.1894
-0.1006 0.0732 0.0801
0.0878 0.0171 -0.0865
-0.1277 0.0116 0.0499
0.0622 -0.0127 -0.1067
0.0603 -0.0391 -0.0664
-0.2019 -0.1034 0.1040
0.0741 0.0615 0.0926
-0.0623 0.2074 0.0072
-0.1174 -0.1828 -0.0044
-0.0510 0.0546 -0.1488
0.0433 -0.0655 0.1083
0.0787 -0.0645 -0.0203
0.0267 0.0013 -0.0922
-0.0767 0.0772 -0.0426
-0.0229 -0.0495 0.0036
0.0197 -0.0021 -0.0727
0.0368 0.0015 0.0157

Structure (SMILES) = COc1ccc(S(=O)(=O)N2CCOCC2)cc1NC(=O)COc1ccccc1OC
E_HOMO = -8.4921 eV
HOMO-LUMO gap = 0.3302 Ha

[2]
C4H8OS | ωB97M-V/def2-TZVPD

Each line ends with the Löwdin charge.
Element x y z (Å)
C: 0.988 1.552 -0.882  -0.025
C: 1.111 0.583 -0.012  -0.211
C: -1.485 0.185 0.854  0.019
C: 0.216 -0.612 -0.036  -0.740
O: 0.483 -1.751 0.636  -0.088
S: -0.326 -1.221 -1.701  0.759
H: 1.689 2.452 -1.037  0.093
H: 0.125 1.616 -1.534  0.051
H: 1.862 0.392 0.702  0.096
H: -2.374 -0.039 0.287  0.015
H: -1.307 -0.396 1.760  0.010
H: -1.293 1.310 1.061  0.066
H: 0.275 -1.566 1.563  0.098
H: 0.038 -2.506 -1.659  -0.143

Cartesian forces, eV/Å:
1.0478 2.7594 -0.8160
-0.3899 -2.0068 -0.4748
3.7116 0.5851 -0.4909
-4.6391 1.6469 -0.9742
0.7763 -0.1256 1.6740
-0.1555 1.0289 -0.2996
-0.9977 -1.6650 0.7510
0.0139 -0.3340 -0.1195
1.2998 0.5673 0.7020
-0.0622 -0.1790 -0.0538
-0.7258 0.1224 0.0892
-0.3966 -2.0373 -0.5658
0.2814 -0.3990 0.0660
0.2359 0.0367 0.5124

E_HOMO = -8.4380 eV
HOMO-LUMO gap = 0.3378 Ha

[3]
C5H8N4 | ωB97M-V/def2-TZVPD

Each line ends with the Löwdin charge.
Element x y z (Å)
H: -3.477 0.750 -0.414  0.049
N: -2.477 1.067 -0.527  0.094
C: -1.763 0.093 -0.064  -0.477
N: -2.398 -0.967 0.513  0.102
C: -0.251 0.094 -0.081  -0.181
C: 0.434 1.233 0.141  0.000
C: 1.949 1.104 0.313  -0.151
N: 2.553 -0.208 -0.080  -0.060
N: 1.740 -1.238 -0.325  -0.005
C: 0.457 -1.152 -0.208  -0.150
H: -1.952 -1.576 1.154  0.079
H: -3.439 -0.818 0.567  0.123
H: 0.029 2.222 0.114  0.108
H: 2.478 1.896 -0.261  0.106
H: 2.132 1.353 1.407  0.118
H: 3.433 -0.554 0.284  0.127
H: -0.092 -2.076 -0.528  0.120

Cartesian forces, eV/Å:
1.0772 0.9696 -0.1426
-0.0366 -0.9674 -0.1648
-0.4623 1.3238 -0.3007
-1.7858 -0.0823 -0.4620
-1.1819 1.7742 0.9851
1.1023 -2.1186 -1.0139
1.0144 0.9965 1.0565
-1.5872 0.8836 -0.1494
-0.5572 -1.3302 0.7839
0.6223 -1.4575 -1.4811
0.2723 -0.4582 0.4874
1.8959 -0.7053 0.2934
-0.4239 0.2507 0.3059
-0.3745 -0.3579 0.3238
0.1015 -0.3586 -0.9465
-0.1923 0.6816 -0.0919
0.5159 0.9563 0.5168

Structure (SMILES) = [H]/N=C(\N)C1=CCNN=C1
E_HOMO = -7.9165 eV
HOMO-LUMO gap = 0.3078 Ha

[4]
C19H19F5N5O2S4SbSe2Zr | ωB97M-V/def2-TZVPD

Each line ends with the Löwdin charge.
Element x y z (Å)
Zr: -1.884 -0.823 -0.813  1.243
C: 0.638 -1.032 1.322  -0.228
C: -0.478 -0.508 2.200  -0.196
N: -1.793 -0.857 1.641  -0.233
C: -2.837 -0.016 2.213  -0.212
C: -2.785 1.326 1.545  -0.241
C: -3.306 2.478 2.113  -0.010
C: -3.195 3.670 1.420  -0.051
C: -2.558 3.686 0.192  -0.023
C: -2.071 2.495 -0.320  -0.262
C: -1.417 2.440 -1.676  -0.153
N: -0.808 1.142 -1.954  -0.129
C: 0.648 1.103 -1.760  -0.189
C: 0.973 0.747 -0.332  -0.233
N: 0.429 -0.599 -0.076  -0.184
N: -2.194 1.346 0.346  0.072
H: 0.634 -2.120 1.336  0.065
H: 1.612 -0.684 1.681  0.123
H: -0.415 0.582 2.278  0.111
H: -0.375 -0.914 3.213  0.127
H: -2.021 -1.838 1.894  -0.085
H: -2.735 0.090 3.299  0.128
H: -3.798 -0.494 2.007  0.071
H: -3.786 2.427 3.081  0.114
H: -3.602 4.584 1.835  0.106
H: -2.457 4.599 -0.380  0.116
H: -0.674 3.243 -1.747  0.125
H: -2.192 2.651 -2.414  0.099
H: -1.041 0.830 -2.891  0.109
H: 1.115 2.054 -2.038  0.120
H: 1.065 0.334 -2.414  0.107
H: 0.516 1.460 0.361  0.115
H: 2.055 0.741 -0.190  0.066
H: 1.013 -1.218 -0.650  0.025
S: -3.104 -3.551 2.814  -0.331
Sb: -4.108 -3.971 0.766  0.216
S: -4.160 -1.789 -0.350  -0.124
S: -0.913 -3.200 -0.355  -0.072
S: -2.299 -4.670 -0.768  -0.244
Se: -5.363 2.661 -2.610  0.409
C: -4.287 1.292 -2.210  -0.930
N: -3.508 0.478 -1.924  -0.099
F: 8.439 -0.893 2.122  0.084
C: 7.368 -0.978 1.309  -0.161
C: 7.239 -2.032 0.424  -0.158
F: 8.199 -2.974 0.385  0.088
C: 6.137 -2.112 -0.407  -0.279
F: 6.092 -3.160 -1.238  0.053
C: 5.109 -1.163 -0.408  -0.601
Se: 3.624 -1.301 -1.564  0.577
C: 5.283 -0.120 0.504  -0.267
F: 4.363 0.858 0.608  0.045
C: 6.377 -0.018 1.344  -0.161
F: 6.489 1.014 2.202  0.086
O: -2.170 -1.566 -4.948  0.002
C: -2.336 -1.839 -3.778  -0.503
O: -1.632 -1.347 -2.793  -0.360
H: -3.114 -2.547 -3.449  0.116

Cartesian forces, eV/Å:
-0.4827 -0.1145 -0.1463
-0.0149 -0.0043 0.0547
-0.0162 -0.0111 -0.0219
0.1624 -0.0363 0.0130
-0.0153 -0.0187 0.0017
-0.0005 0.0163 0.0136
0.0053 0.0014 0.0006
-0.0056 0.0062 0.0187
0.0053 0.0027 -0.0157
-0.0154 0.0087 0.0341
-0.0087 0.0126 0.0155
0.0349 -0.0509 -0.0349
0.0475 -0.0062 -0.0912
-0.0169 0.1031 0.0842
0.0570 0.0103 -0.0369
0.0375 -0.0308 -0.0493
0.0144 0.0004 -0.0043
-0.0014 0.0073 -0.0021
-0.0010 -0.0018 0.0025
0.0088 0.0135 0.0050
-0.0328 -0.0074 -0.0103
-0.0023 0.0026 -0.0012
0.0011 0.0037 0.0044
0.0010 -0.0007 0.0014
0.0009 0.0011 -0.0025
0.0021 -0.0050 -0.0070
0.0056 -0.0049 0.0149
0.0105 0.0163 -0.0152
-0.0483 0.0391 0.0018
0.0002 -0.0014 -0.0056
-0.0078 -0.0087 0.0134
0.0012 -0.0314 -0.0025
0.0039 0.0095 0.0230
-0.0555 -0.0886 0.0070
0.0193 -0.0049 0.0277
0.0275 -0.0027 -0.0541
0.0789 0.0052 0.0808
0.0991 0.0652 0.0484
-0.0982 -0.0132 0.0397
-0.1022 0.1422 -0.0499
0.1803 -0.1031 0.0316
-0.0799 0.0416 0.0660
-0.0085 0.0122 0.0016
0.0120 -0.0002 0.0083
0.0040 -0.0099 -0.0006
-0.0112 0.0070 -0.0141
-0.0090 0.0399 0.0086
0.0108 -0.0084 0.0034
-0.0123 0.0337 0.0535
0.0267 -0.0122 -0.0692
0.0254 -0.0528 -0.0008
-0.0106 -0.0082 -0.0083
-0.0005 0.0119 0.0138
-0.0053 -0.0012 -0.0061
0.0249 -0.0052 0.0001
0.0660 -0.0129 0.0450
0.0958 0.0252 -0.0975
-0.0072 0.0189 0.0098

Charge = -2
E_HOMO = -2.3009 eV
HOMO-LUMO gap = 0.2220 Ha